[1]
A 9-piece molecular cluster, C40H90F9N6O5P overall. Source: the Open Molecules 2025 dataset; level of theory: ωB97M-V/def2-TZVPD.

* HOMO energy: -13.4 eV
* LUMO energy: -12.4 eV
* gap between HOMO and LUMO: 0.0399 Eh

The geometry in ORCA input format:
```
! RIJCOSX wB97M-V def2-TZVPD def2/J DEFGRID3
* xyz 4 1
C 14.0148 9.3725 11.2165
C 13.0554 10.4575 11.1987
O 12.0777 10.6071 11.8143
N 13.4132 11.5979 10.1289
H 12.6347 12.2154 9.9061
H 14.0801 12.2005 10.5953
C 13.9969 11.1531 8.7832
H 15.0000 9.7248 11.4616
H 13.9860 8.9308 10.2322
H 13.7540 8.6654 12.0300
H 13.9441 12.0527 8.1673
H 13.3982 10.4044 8.2641
H 15.0471 10.8421 8.7555
C 13.9728 16.0765 7.8688
C 12.8996 17.1293 7.7479
O 12.8378 18.2798 7.7976
N 11.5331 16.3895 7.4579
H 11.5801 15.7408 6.6731
H 11.2134 15.8102 8.2197
C 10.3846 17.2908 7.2895
H 14.8969 16.5495 8.1547
H 14.1194 15.6143 6.8962
H 13.6638 15.2986 8.5495
H 10.6051 17.8665 6.4095
H 10.4884 17.9948 8.1281
H 9.5216 16.6322 7.3224
C 20.3276 12.4797 11.4224
C 20.1628 13.4466 12.5086
O 19.8925 14.6251 12.3688
N 20.3237 12.7853 13.6985
H 20.6293 11.8040 13.4662
H 30.6701 18.9792 14.4225
C 20.6896 13.1065 15.0197
H 20.5173 13.0212 10.4985
H 19.4404 11.9368 11.1499
H 21.2056 11.8597 11.6266
H 21.6036 13.6892 14.9286
H 20.9277 12.1472 15.4905
H 19.9794 13.6805 15.6462
C 15.1971 20.0568 9.9834
C 14.8097 18.8434 10.8751
C 15.6047 18.8025 12.2135
C 14.9360 17.8669 13.3046
N 15.7089 17.7357 14.5697
C 14.9378 16.8384 15.5723
C 16.0901 16.4662 16.5968
C 17.2769 16.2512 15.6379
C 17.0925 17.1785 14.3874
C 15.8540 19.0744 15.2598
H 14.7195 19.9974 9.0184
H 16.2711 20.1159 9.7693
H 14.9394 20.9837 10.4966
H 14.9117 17.9554 10.2759
H 13.7492 18.9948 11.1262
H 15.7203 19.7838 12.6794
H 16.5692 18.4295 11.8959
H 14.8245 16.8862 12.8934
H 13.9572 18.2580 13.5949
H 14.0761 17.3457 16.0040
H 14.7490 15.9968 14.9040
H 16.2098 17.2604 17.3366
H 15.7361 15.6224 17.1948
H 18.2082 16.4377 16.2083
H 17.3128 15.1985 15.3150
H 17.8020 17.9848 14.2999
H 17.2851 16.5949 13.4850
H 14.9098 19.5352 15.5183
H 16.4294 19.7314 14.6215
H 16.4485 18.9428 16.1449
C 9.2128 8.5197 14.7037
C 9.1423 10.0186 14.5147
C 9.9345 10.9559 15.4297
C 11.3877 10.6266 15.4316
N 12.4245 11.4873 16.1884
C 13.8093 10.8229 16.0953
C 14.2900 10.5991 17.5561
C 13.3737 11.5153 18.4131
C 12.0675 11.5812 17.6722
C 12.6043 12.8932 15.5881
H 8.5550 7.9624 14.0324
H 8.9055 8.1966 15.7134
H 10.2125 8.1037 14.5777
H 8.0896 10.3056 14.6337
H 9.4278 10.1634 13.4688
H 9.5317 10.7561 16.4363
H 9.7971 11.9772 15.0944
H 11.8821 10.6188 14.4474
H 11.5339 9.6617 15.8719
H 14.4546 11.4585 15.4873
H 13.6289 9.8555 15.6173
H 15.3207 10.8936 17.6229
H 14.1285 9.5537 17.7840
H 13.8719 12.4879 18.5049
H 13.2470 11.1441 19.4241
H 11.4373 12.4591 17.8448
H 11.3968 10.7419 17.8948
H 11.6742 13.4501 15.6857
H 12.8787 12.8251 14.5309
H 13.3745 13.3809 16.1853
C 23.6110 14.9780 10.1589
C 22.5705 15.1964 8.9995
C 21.5103 16.2506 9.3916
C 20.5925 16.5766 8.2150
N 19.5868 17.6299 8.4762
C 18.6203 17.8607 7.2919
C 18.0363 19.2529 7.5119
C 19.1413 20.0043 8.3633
C 20.2222 19.0084 8.6874
C 18.7940 17.2780 9.7598
H 24.1523 15.9156 10.1834
H 24.3141 14.1924 9.9284
H 23.1861 14.7272 11.1404
H 22.0857 14.2281 8.7732
H 23.1538 15.4514 8.1313
H 21.9768 17.1614 9.8160
H 20.9243 15.7425 10.1708
H 19.9965 15.6745 7.9707
H 21.1096 16.8373 7.3096
H 17.9643 16.9667 7.1847
H 19.2474 17.8287 6.4101
H 17.1038 19.2107 8.0784
H 17.7992 19.7232 6.5404
H 18.7336 20.3932 9.3129
H 19.5347 20.8902 7.7946
H 20.5486 19.0286 9.7296
H 21.1128 19.1008 8.0724
H 17.9845 17.9865 9.7725
H 19.4883 17.4143 10.5832
H 18.5045 16.2270 9.7497
C 20.5617 9.5479 13.3051
O 19.4282 10.0174 14.0865
O 21.4657 10.4241 13.2935
C 21.0681 8.1327 13.6773
F 22.1425 7.8449 12.9157
F 21.5147 8.0103 14.9025
F 20.0436 7.2429 13.4556
C 18.1347 9.3945 13.8918
C 17.2131 10.1527 14.6996
H 17.6696 10.1871 15.6909
H 16.9838 11.1656 14.3649
H 16.2982 9.5337 14.7245
H 18.1280 8.3791 14.3583
H 17.9174 9.3547 12.8083
H 20.1736 9.4548 12.2266
P 15.9598 13.5793 12.1459
F 15.0273 14.6132 13.0356
F 14.9493 13.9393 10.8338
F 16.7581 14.8348 11.5356
F 16.6598 12.5673 11.1147
F 17.0264 13.2749 13.2650
F 14.8619 12.4215 12.5675
*
```

[2]
C33H37HgN9O2S2SbSe4 as an isolated structure. Source: the Open Molecules 2025 dataset; level of theory: ωB97M-V/def2-TZVPD.

* relative energy (zero: lowest compared OMol25 entry of this formula, charge and spin): 0.000 eV
* HOMO energy (spin up / spin down): -1.9 / -1.9 eV
* LUMO energy (spin up / spin down): 3.6 / 3.4 eV
* gap between HOMO and LUMO (spin up / spin down): 0.2019 / 0.1958 Eh

The geometry in ORCA input format:
```
! RIJCOSX wB97M-V def2-TZVPD def2/J DEFGRID3
* xyz -2 2
Hg -0.0420 0.5596 -0.5645
C 3.2262 -0.1872 2.9692
C 2.3059 -0.2268 1.7780
N 1.3634 0.5954 1.5546
N 1.1015 1.5327 2.5097
C 0.2024 2.4437 2.1811
N -0.0745 3.2866 3.2494
S -0.6232 2.7690 0.7078
C 2.4881 -1.3041 0.7575
C 3.4750 -2.2783 0.9070
C 3.6284 -3.2388 -0.0838
C 2.8002 -3.2104 -1.1936
C 1.8297 -2.2138 -1.2472
N 1.6763 -1.3035 -0.2966
H 2.9573 0.6463 3.6043
H 4.2658 -0.0690 2.6457
H 3.1582 -1.1160 3.5504
H 0.6698 3.3416 3.9273
H -0.4914 4.1619 2.9827
H 4.1162 -2.2832 1.7786
H 4.4021 -3.9915 0.0073
H 2.9034 -3.9240 -2.0045
H 1.1460 -2.1364 -2.0888
C -2.3244 -2.1311 -5.3010
C -2.4847 -0.7669 -4.6414
N -3.3796 -0.7928 -3.4783
C -4.7958 -0.6292 -3.7796
C -5.1813 0.8349 -3.9472
C -2.9303 -0.9832 -2.2017
S -1.2678 -1.4580 -2.0066
N -3.8519 -0.8351 -1.2524
C -3.5205 -0.5657 0.0285
O -2.4304 -0.2403 0.4893
C -4.6753 -0.6381 1.0342
C -4.4038 -0.2792 2.3512
C -5.4129 -0.2669 3.3077
C -6.7136 -0.6097 2.9542
C -6.9926 -0.9790 1.6417
C -5.9764 -0.9921 0.6864
H -1.7411 -2.0387 -6.2238
H -3.2965 -2.5689 -5.5554
H -1.8017 -2.8085 -4.6227
H -2.9050 -0.0541 -5.3544
H -1.5194 -0.3872 -4.3258
H -5.3624 -1.0598 -2.9644
H -5.0115 -1.1946 -4.6899
H -4.9507 1.3830 -3.0308
H -6.2543 0.9250 -4.1464
H -4.6429 1.3059 -4.7735
H -3.3889 0.0097 2.5943
H -5.1855 0.0225 4.3287
H -7.5068 -0.5795 3.6936
H -8.0052 -1.2464 1.3572
H -6.1810 -1.2679 -0.3424
Se 2.8350 4.0334 -4.8913
Sb 2.8630 2.9338 -2.7307
Se 5.0403 1.6928 -2.5403
Se 3.0816 4.3104 -0.7507
Se 1.1029 1.1652 -2.7605
C 2.9684 -4.4551 5.1156
C 1.7295 -5.0382 4.4775
C 0.7238 -5.6266 5.2351
C -0.4513 -6.0881 4.6472
C -0.6421 -5.9794 3.2776
N -1.8648 -6.4334 2.7165
C -2.4353 -6.1408 1.4839
O -3.1321 -6.9661 0.9106
N -2.1843 -4.8996 0.9715
C -1.8022 -3.7243 1.6884
C -2.3553 -3.3730 2.9075
C -1.9140 -2.2132 3.5231
C -0.9363 -1.4510 2.8961
N -0.4151 -1.7926 1.7194
C -0.8485 -2.8984 1.1291
C 0.3859 -5.4514 2.4999
C 1.5406 -4.9742 3.0975
H 3.0502 -4.7508 6.1640
H 2.9483 -3.3622 5.0775
H 3.8743 -4.7794 4.5966
H 0.8462 -5.7120 6.3114
H -1.2357 -6.5211 5.2619
H -2.2879 -7.2403 3.1379
H -2.4575 -4.7880 0.0081
H -3.1206 -3.9949 3.3611
H -2.3392 -1.8927 4.4669
H -0.5581 -0.5292 3.3390
H -0.4225 -3.1362 0.1556
H 0.2821 -5.4073 1.4229
H 2.3122 -4.5365 2.4667
*
```

[3]
One molecule with the formula C29H42N2O6. Source: the Open Molecules 2025 dataset; level of theory: ωB97M-V/def2-TZVPD.

* relative energy (zero: lowest compared OMol25 entry of this formula, charge and spin): 0.015 eV
* HOMO energy: -8.1 eV
* LUMO energy: 0.7 eV
* SMILES: CCO[C@H]1OC(C(=O)N2CCN(Cc3ccc4c(c3)OCO4)CC2)=C[C@@H](C2CCCCC2)[C@@H]1CCCO
* gap between HOMO and LUMO: 0.3216 Eh

The geometry in ORCA input format:
```
! RIJCOSX wB97M-V def2-TZVPD def2/J DEFGRID3
* xyz 0 1
C 3.2297 2.7002 -1.2304
C 1.7884 2.3534 -1.5929
O 1.6699 1.1394 -2.3195
C 1.7461 -0.0301 -1.5597
O 0.7625 -0.0662 -0.5544
C -0.5049 -0.3835 -0.9941
C -1.6252 -0.0293 -0.0640
O -2.6600 0.4336 -0.5190
N -1.4674 -0.2600 1.2561
C -2.4403 0.2540 2.1962
C -1.7701 1.2921 3.0940
N -0.6413 0.6894 3.7820
C -0.0535 1.5960 4.7528
C -1.0047 1.8599 5.8896
C -1.2483 3.1477 6.3365
C -2.1152 3.4096 7.3965
C -2.7298 2.3307 7.9803
C -2.4945 1.0292 7.5314
C -1.6370 0.7680 6.4943
O -3.2315 0.1510 8.2826
C -3.9361 0.9377 9.2182
O -3.6190 2.2988 9.0230
C 0.3282 0.1985 2.8210
C -0.3372 -0.8498 1.9277
C -0.7666 -0.9079 -2.1886
C 0.2832 -1.2820 -3.1880
C 0.2386 -0.4156 -4.4710
C -1.1899 -0.0811 -4.9054
C -1.1814 0.7789 -6.1668
C -0.4499 0.0751 -7.3042
C 0.9721 -0.2684 -6.8755
C 0.9512 -1.1342 -5.6197
C 1.6630 -1.2385 -2.5055
C 1.9444 -2.5239 -1.7191
C 2.3385 -3.6975 -2.6134
C 2.7422 -4.9151 -1.7787
O 3.8592 -4.6712 -0.9580
H 3.2618 3.6925 -0.7891
H 3.6359 1.9901 -0.5138
H 3.8497 2.6892 -2.1233
H 1.3773 3.1120 -2.2633
H 1.1671 2.3077 -0.6908
H 2.6949 -0.0617 -0.9947
H -3.2592 0.6985 1.6293
H -2.8191 -0.5701 2.8087
H -2.4816 1.6482 3.8414
H -1.4515 2.1518 2.4761
H 0.2532 2.5515 4.2910
H 0.8458 1.1131 5.1503
H -0.7536 3.9781 5.8556
H -2.2998 4.4125 7.7423
H -1.4579 -0.2328 6.1417
H -5.0197 0.7888 9.0839
H -3.6540 0.6367 10.2403
H 1.1592 -0.2596 3.3624
H 0.7281 1.0077 2.1840
H 0.3790 -1.2444 1.2120
H -0.7063 -1.6666 2.5593
H -1.7965 -1.1122 -2.4287
H 0.0802 -2.3154 -3.4949
H 0.7586 0.5209 -4.2579
H -1.7404 -1.0055 -5.0989
H -1.7018 0.4609 -4.1097
H -2.2080 1.0020 -6.4653
H -0.6832 1.7266 -5.9501
H -0.4306 0.7141 -8.1897
H -0.9815 -0.8430 -7.5658
H 1.4896 -0.7951 -7.6808
H 1.5216 0.6529 -6.6695
H 0.4275 -2.0692 -5.8383
H 1.9750 -1.3866 -5.3362
H 2.4460 -1.0935 -3.2536
H 1.0601 -2.7939 -1.1376
H 2.7595 -2.3484 -1.0124
H 3.1797 -3.4045 -3.2486
H 1.5121 -3.9830 -3.2648
H 1.9350 -5.1865 -1.0948
H 2.9362 -5.7698 -2.4437
H 4.5978 -4.4029 -1.5164
*
```